The following is a DFT calculation (ωB97M-V/def2-TZVPD) of a single C3H8N2S molecule at a distorted geometry.

Each line ends with the Mulliken charge.
Positions of all 14 atoms, in Å:
C (-1.7951, -0.0706, 0.3700)  -0.49
C (-0.9436, -1.2578, -0.4757)  -0.56
C (2.4505, 0.7275, 0.1644)  -0.67
N (-1.3213, 1.2086, 0.0513)  -0.41
N (1.1925, 0.2330, -0.2605)  -0.18
S (0.6630, -1.1533, 0.2338)  0.03
H (-2.8537, -0.2702, 0.1752)  0.33
H (-1.8587, -0.2446, 1.4592)  0.31
H (-1.4140, -2.1842, -0.3038)  0.35
H (-0.8536, -0.9900, -1.5594)  0.32
H (2.5059, 1.2880, 1.2274)  0.23
H (3.2369, -0.1775, 0.2588)  0.22
H (2.8954, 1.2906, -0.6874)  0.28
H (-1.9042, 1.6005, -0.6534)  0.23

## Properties
HOMO (alpha / beta): -0.273 / -0.321 hartree
Energy above the lowest of the compared OMol25 structures with the same formula, charge and spin: 509.9 kJ/mol
Frontier orbital gap (alpha / beta): 7.1303 / 8.8024 eV

The following is a DFT calculation (ωB97M-V/def2-TZVPD) of a single C3H8N2S molecule at a distorted geometry.

Each line ends with the Mulliken charge.
Positions of all 14 atoms, in Å:
C (1.9691, -1.5365, 1.1319)  -0.79
S (0.9989, -0.0670, 0.7044)  -0.04
C (-0.1358, -0.7299, -0.5880)  -0.71
C (-0.5492, 0.5065, -1.3725)  0.00
N (-1.4770, 1.3446, -1.0908)  -0.44
N (-2.1558, 1.0395, 0.0193)  -0.39
H (2.7590, -1.2496, 1.8576)  0.30
H (1.3926, -2.3773, 1.5679)  0.27
H (2.4611, -1.8757, 0.1839)  0.25
H (-0.9384, -1.2320, -0.1116)  0.35
H (0.4482, -1.4610, -1.0876)  0.40
H (0.0193, 0.5669, -2.2795)  0.33
H (-2.7549, 1.8118, 0.2583)  0.27
H (-1.6449, 0.7598, 0.8138)  0.20

## Properties
HOMO: -0.313 hartree
Energy above the lowest of the compared OMol25 structures with the same formula, charge and spin: 206.3 kJ/mol
Frontier orbital gap: 9.4572 eV
Structure (SMILES): CSC/C=N\N

The following is a DFT calculation (ωB97M-V/def2-TZVPD) of a single C3H8N2S molecule at a distorted geometry.

Each line ends with the Mulliken charge.
Positions of all 14 atoms, in Å:
C (2.3365, 0.5390, 1.6950)  -0.73
N (1.2840, 0.5248, 0.6751)  0.02
N (0.8987, -0.6833, 0.2612)  -0.53
C (-0.1036, -0.8104, -0.5332)  -0.13
S (-0.9842, 0.5968, -1.1588)  -0.09
C (-2.6189, -0.1999, -1.5646)  -0.85
H (3.0672, -0.2285, 1.4773)  0.25
H (2.8320, 1.5410, 1.6257)  0.27
H (1.9885, 0.3606, 2.6848)  0.29
H (0.6103, 1.2859, 0.6864)  0.21
H (-0.4169, -1.8328, -0.7896)  0.40
H (-3.0118, -0.9183, -0.8155)  0.29
H (-3.3874, 0.5638, -1.7265)  0.31
H (-2.4944, -0.7386, -2.5173)  0.29

## Properties
HOMO: -0.288 hartree
Energy above the lowest of the compared OMol25 structures with the same formula, charge and spin: 201.5 kJ/mol
Frontier orbital gap: 8.7445 eV
Structure (SMILES): CN/N=C\SC

The following is a DFT calculation (ωB97M-V/def2-TZVPD) of a single C3H8N2S molecule at a distorted geometry.

Each line ends with the Mulliken charge.
Positions of all 14 atoms, in Å:
C (0.6877, 1.5138, -0.0336)  -1.04
C (-0.3722, 0.4972, -0.0646)  0.86
C (0.2173, -0.8749, 0.3940)  -0.62
N (1.4904, -1.1183, -0.3722)  -0.55
N (-1.5789, 0.7901, -0.1637)  -0.63
S (-2.8197, -0.4547, -0.1376)  -0.21
H (1.3107, 1.3721, 0.8620)  0.30
H (0.3158, 2.5554, -0.1851)  0.32
H (1.3795, 1.1577, -0.8003)  0.33
H (0.4367, -0.8619, 1.4562)  0.31
H (-0.5126, -1.6978, 0.2648)  0.38
H (2.0189, -1.9290, 0.0077)  0.21
H (1.3499, -1.2153, -1.3705)  0.18
H (-3.9238, 0.2656, 0.1429)  0.16

## Properties
HOMO: -0.320 hartree
Energy above the lowest of the compared OMol25 structures with the same formula, charge and spin: 176.4 kJ/mol
Frontier orbital gap: 9.5901 eV
Structure (SMILES): C/C(CN)=N/S

The following is a DFT calculation (ωB97M-V/def2-TZVPD) of a single C3H8N2S molecule at a distorted geometry.

Each line ends with the Mulliken charge.
Positions of all 14 atoms, in Å:
H (-2.7211, -0.9033, 0.1948)  0.24
N (-2.0019, -0.4084, 0.8289)  -0.73
C (-1.1625, 0.2509, 0.1419)  0.65
C (-0.9203, -0.2144, -1.3449)  -1.11
N (-0.2715, 1.1103, 0.7014)  -0.28
S (1.2376, 1.5349, 0.2600)  -0.03
C (2.1600, -0.0891, 0.5402)  -0.75
H (-1.9491, -0.5545, -1.6897)  0.33
H (-0.2423, -1.0598, -1.3617)  0.28
H (-0.4080, 0.5518, -2.1133)  0.27
H (-0.5768, 0.9386, 1.6095)  0.33
H (1.6531, -0.8584, -0.0337)  0.16
H (1.9679, -0.2868, 1.5969)  0.27
H (3.2349, -0.0116, 0.6698)  0.36

## Properties
HOMO: -0.337 hartree
Energy above the lowest of the compared OMol25 structures with the same formula, charge and spin: 214.4 kJ/mol
Frontier orbital gap: 10.0236 eV
Structure (SMILES): [H]/N=C(\C)NSC

The following is a DFT calculation (ωB97M-V/def2-TZVPD) of a single C3H8N2S molecule at a distorted geometry.

Each line ends with the Mulliken charge.
Positions of all 14 atoms, in Å:
C (-2.3085, -0.4429, 0.0921)  -0.51
C (-1.8374, 0.7672, -0.6619)  -0.46
C (-1.1801, 0.3422, 0.5837)  0.04
N (3.1581, 0.1204, -0.0547)  -0.35
N (2.2144, -0.9119, 0.0950)  -0.46
S (0.5487, 0.1752, 0.8395)  -0.03
H (-3.1397, -0.3771, 0.6897)  0.21
H (-2.3003, -1.3808, -0.4337)  0.24
H (-1.2483, 0.8080, -1.5977)  0.25
H (-2.3019, 1.7475, -0.5284)  0.16
H (3.0919, 0.8362, -0.6698)  0.22
H (3.3253, 0.4017, 0.8737)  0.25
H (1.7372, -1.1884, -0.8099)  0.26
H (0.2406, -0.8974, 1.5822)  0.17

## Properties
HOMO (alpha / beta): -0.261 / -0.269 hartree
Energy above the lowest of the compared OMol25 structures with the same formula, charge and spin: 649.2 kJ/mol
Frontier orbital gap (alpha / beta): 7.2417 / 7.6079 eV

Number 1: total energy -17051.4459 eV. Number 2: total energy -17054.5918 eV. Number 3: total energy -17054.6420 eV. Number 4: total energy -17054.9025 eV. Number 5: total energy -17054.5086 eV. Number 6: total energy -17050.0020 eV.